Record 1
C5H8N2 | ωB97M-V with the def2-TZVPD basis set

Summary:
2S+1: 1
HOMO-LUMO gap (alpha / beta): 7.5 / 7.5 eV

Structure (XYZ):
```
15
C5H8N2, DFT ωB97M-V with the def2-TZVPD basis set
C 1.5750 0.4119 2.0227
N 0.7634 0.2997 0.9775
C -0.0893 1.3987 0.5780
N -0.9735 1.1065 -0.2705
C -0.8241 -0.3324 -0.5424
C -1.0040 -0.6744 -2.0139
C 0.4644 -0.6939 0.1309
H 2.0964 -0.4683 2.3687
H 1.6059 1.3515 2.5529
H -1.6691 -0.7927 0.0013
H 0.0800 2.3708 1.0331
H -2.0240 -0.4270 -2.3238
H -0.2981 -0.1318 -2.6485
H -0.8526 -1.7490 -2.1620
H 0.9040 -1.6734 0.2537
```



Record 2
C3H4O3 | ωB97M-V with the def2-TZVPD basis set

Summary:
2S+1: 1
HOMO-LUMO gap: 9.6 eV

Structure (XYZ):
```
10
C3H4O3, DFT ωB97M-V with the def2-TZVPD basis set
O -1.5858 1.1311 -0.7282
C -0.2751 0.9286 -0.2972
C -0.1832 -0.2934 0.5769
O -1.0822 -0.7860 1.1817
C 1.3682 -1.5039 -0.3861
O 1.1270 -0.8245 0.7146
H -2.1695 0.7123 -0.0786
H 0.3878 0.8258 -1.1609
H 0.1006 1.7638 0.3204
H 2.3294 -2.0088 -0.1677
```



Record 3
C48H56ClN8 | ωB97M-V with the def2-TZVPD basis set

Summary:
2S+1: 1
HOMO-LUMO gap: 1.4 eV
charge: +7

Structure (XYZ):
```
113
C48H56ClN8, DFT ωB97M-V with the def2-TZVPD basis set
C 6.5658 5.4732 -11.0286
N 6.8972 4.2848 -10.3021
C 6.1941 3.1926 -10.5173
C 6.3825 2.1065 -9.6309
C 7.2394 2.2117 -8.4781
C 7.8759 3.4137 -8.3323
C 7.6727 4.4643 -9.2045
C 7.1941 1.1440 -7.4150
C 7.0921 1.5006 -6.0753
C 7.0845 0.5427 -5.0511
N 7.0409 -0.7574 -5.4183
C 7.2274 -1.1765 -6.6779
C 7.2946 -0.1987 -7.7075
C 6.9163 -1.7996 -4.3896
H 7.3545 6.1647 -11.3250
H 5.9400 6.0596 -10.3559
H 6.0669 5.2624 -11.9745
H 5.6219 3.1693 -11.4330
H 5.9541 1.1219 -9.7464
H 8.4962 3.5154 -7.4540
H 8.0759 5.4592 -9.0865
H 7.1180 2.5008 -5.6686
H 7.1576 0.7972 -4.0040
H 7.3297 -2.2378 -6.8502
H 7.3813 -0.4912 -8.7436
H 6.1101 -2.4653 -4.6980
H 6.7446 -1.3292 -3.4214
H 7.8935 -2.2802 -4.3440
C -4.0644 -5.7153 2.7828
N -3.9407 -6.8513 3.6832
C -4.9489 -7.1674 4.5446
C -4.8476 -8.3550 5.2508
C -3.7353 -9.2222 5.0786
C -2.7011 -8.8167 4.1796
C -2.8307 -7.6188 3.4893
C -3.6884 -10.5156 5.8616
C -4.8208 -11.3281 5.7614
C -4.8303 -12.5286 6.4691
N -3.7343 -12.8726 7.1701
C -2.6641 -12.1356 7.4161
C -2.5514 -10.9304 6.6658
C -3.6715 -14.1938 7.8353
H -3.8020 -4.7868 3.2898
H -5.1028 -5.6226 2.4645
H -3.5883 -5.8783 1.8159
H -5.7771 -6.4825 4.6521
H -5.5976 -8.6153 5.9830
H -1.8479 -9.4391 3.9537
H -2.1089 -7.3234 2.7421
H -5.7058 -11.0017 5.2355
H -5.6017 -13.2642 6.2947
H -1.8518 -12.4366 8.0611
H -1.7677 -10.1951 6.7730
H -2.7157 -14.4511 8.2917
H -3.7837 -14.8850 6.9999
H -4.4698 -14.3557 8.5596
C -2.0044 2.6094 5.3369
N -3.1627 2.3189 6.2213
C -3.3938 1.0262 6.6885
C -4.5808 0.6244 7.3289
C -5.6456 1.5830 7.4559
C -5.3421 2.8549 6.9802
C -4.1613 3.2174 6.3597
C -6.9882 1.2648 8.0489
C -8.1445 1.9922 7.7345
C -9.4077 1.5335 8.2655
N -9.5381 0.4676 9.1404
C -8.4538 -0.2563 9.4025
C -7.1777 0.1490 8.9006
C -10.8339 -0.0162 9.5055
H -1.8092 3.6759 5.2246
H -2.2469 2.1525 4.3775
H -1.0702 2.1711 5.6883
H -2.5585 0.4036 6.4037
H -4.7498 -0.4377 7.4281
H -6.0697 3.6481 7.0681
H -4.0753 4.2421 6.0296
H -8.0723 2.8569 7.0916
H -10.2414 2.1929 8.0745
H -8.5082 -1.2020 9.9212
H -6.2947 -0.4477 9.0758
H -11.0687 -0.7158 8.7033
H -11.5052 0.8414 9.4606
H -10.8873 -0.4702 10.4951
C 1.4096 2.1842 -4.5321
N 1.9904 3.5532 -4.8035
C 2.1900 4.3119 -3.7590
C 2.5288 5.6211 -3.9484
C 2.6407 6.1907 -5.2470
C 2.4059 5.3166 -6.3568
C 2.0978 4.0273 -6.1049
C 3.2317 7.4871 -5.4372
C 2.5682 8.5699 -6.0795
C 3.1141 9.8558 -6.1239
N 4.3079 10.0495 -5.5778
C 5.0444 9.0371 -5.0571
C 4.4843 7.7715 -4.9030
C 4.8948 11.4334 -5.5717
H 0.7890 1.8359 -5.3578
H 0.8367 2.1944 -3.6049
H 2.3251 1.5926 -4.5373
H 2.2177 3.7685 -2.8260
H 2.6518 6.2061 -3.0490
H 2.4099 5.8178 -7.3135
H 1.9275 3.3168 -6.9003
H 1.5743 8.4954 -6.4953
H 2.6613 10.7263 -6.5750
H 6.0202 9.2619 -4.6525
H 5.1533 7.0985 -4.3873
H 4.6428 11.8215 -6.5586
H 5.9429 11.4436 -5.2725
H 4.2238 11.9844 -4.9127
Cl 2.5357 -1.9132 1.5618
```



| no. | electronic energy (eV) | maximum force (eV/A) |
| --- | --- | --- |
| 1 | -8292.29880 | 0.439 |
| 2 | -9314.73875 | 0.746 |
| 3 | -75052.52709 | 4.480 |